(1)
A cluster of 9 separate species, C22H60O11S8 in total. Source: the OMol25 dataset; level of theory: the ωB97M-V functional and the def2-TZVPD basis.

Properties
orbital gap: 8.90 eV
HOMO energy: -0.3093 Eh
total charge: 0
E: -4887.13065 hartree
lowest unoccupied orbital energy: 0.485 eV
spin multiplicity: 1

The geometry in XYZ format:
```
101
Properties=species:S:1:pos:R:3:forces:R:3:mulliken_charge:R:1
C -3.51025 6.74170 -1.35370 0.1 0.1 0.2 -1.235
C -2.32671 5.76241 -1.24924 0.0 0.1 0.0 0.159
C -2.58238 4.38573 -1.84831 0.1 0.1 -0.1 -0.446
O -3.17232 3.43772 -0.91585 -0.2 0.0 -0.3 -0.402
C -2.29829 2.64743 -0.29310 0.2 0.1 0.6 0.631
O -2.26588 1.45471 -0.42430 -0.1 -0.2 -0.1 -0.439
O -1.52621 3.33950 0.55751 0.1 0.1 -0.3 -0.363
C -0.32931 2.69231 1.05129 0.2 -0.1 0.3 0.128
C 0.87094 3.08437 0.20387 0.0 0.0 0.2 -1.050
H -4.03853 6.84067 -0.39936 0.0 -0.1 -0.2 0.304
H -4.23748 6.42008 -2.10556 0.1 0.1 0.0 0.331
H -3.14923 7.73857 -1.62223 -0.1 -0.1 0.0 0.272
H -1.45417 6.19369 -1.75173 -0.2 0.0 0.0 0.256
H -2.04412 5.63622 -0.20022 0.1 0.0 -0.2 0.151
H -1.67045 3.94136 -2.26657 -0.1 0.0 0.2 0.143
H -3.30867 4.44212 -2.66349 0.1 0.0 0.1 0.442
H -0.20490 3.01923 2.08583 -0.1 0.0 -0.2 0.264
H -0.46424 1.61247 1.08339 -0.1 0.1 -0.2 0.095
H 1.67050 2.35918 0.38873 -0.1 0.1 -0.1 0.308
H 0.61171 3.08825 -0.85848 0.1 -0.1 0.1 0.228
H 1.25421 4.07075 0.48287 -0.2 0.0 -0.1 0.308
C -0.03854 -0.82974 4.97432 0.0 0.1 0.0 -0.856
S 1.28429 -0.43418 3.82715 0.1 -0.1 0.1 0.516
O 1.02561 0.95583 3.33861 0.0 0.1 0.0 -0.522
C 0.76199 -1.54356 2.52506 0.1 0.0 0.0 -0.624
H 0.08366 -0.19069 5.84691 0.0 0.0 0.0 0.354
H -1.00081 -0.64328 4.49908 0.0 -0.1 0.0 0.086
H 0.04396 -1.87553 5.26748 0.0 0.0 0.0 0.377
H -0.25310 -1.28968 2.23180 -0.1 0.0 0.0 -0.035
H 0.82204 -2.57659 2.86267 0.0 0.0 0.0 0.417
H 1.44310 -1.41373 1.68638 0.0 0.0 0.0 0.292
C -0.97076 -0.84044 -2.16601 0.0 -0.1 -0.1 -0.974
S 0.12457 0.51446 -2.57636 0.0 0.0 0.2 0.587
O -0.53646 1.27643 -3.68036 0.0 0.1 -0.1 -0.601
C 1.41734 -0.48518 -3.31314 0.0 0.0 -0.1 -0.996
H -1.85803 -0.40381 -1.71713 0.0 0.0 0.0 0.229
H -1.21719 -1.37960 -3.08156 0.0 0.0 0.0 0.420
H -0.47327 -1.49534 -1.44944 0.0 0.0 0.0 0.346
H 1.00126 -1.05858 -4.14100 0.0 0.0 0.0 0.268
H 1.83681 -1.13071 -2.54081 0.0 0.0 0.0 0.386
H 2.18320 0.19646 -3.67944 0.0 0.0 0.0 0.339
C 0.53946 -6.20919 2.92156 0.0 0.0 0.0 -0.974
S 1.87309 -5.80233 1.78909 0.0 0.0 0.0 0.372
O 1.64135 -4.39633 1.35462 0.0 0.1 0.0 -0.514
C 1.31560 -6.85925 0.45463 0.0 0.0 0.0 -0.829
H 0.68056 -5.61365 3.82131 0.0 0.0 0.0 0.314
H -0.41376 -5.96347 2.45445 0.0 0.0 0.0 0.299
H 0.58653 -7.26948 3.16924 0.0 0.0 0.0 0.422
H 0.30056 -6.58580 0.16999 0.0 0.0 0.0 0.293
H 1.33908 -7.89980 0.77434 0.0 0.0 0.0 0.224
H 1.99099 -6.71188 -0.38612 0.0 0.0 0.0 0.388
C 4.54257 2.28614 4.30566 0.0 0.0 0.0 -0.946
S 4.88940 0.59367 3.81889 -0.1 -0.1 -0.1 0.650
O 5.25691 -0.14193 5.05642 0.0 0.0 0.1 -0.664
C 6.43142 0.94228 2.96180 0.0 0.1 0.0 -0.989
H 3.62763 2.26697 4.89390 0.0 0.0 0.0 0.275
H 5.37176 2.66496 4.90316 0.0 0.0 0.0 0.400
H 4.38805 2.89355 3.41403 0.0 0.0 0.0 0.319
H 7.13279 1.40339 3.65704 0.0 0.0 0.0 0.320
H 6.23527 1.59728 2.11275 0.0 0.0 0.0 0.323
H 6.82651 -0.00839 2.61032 0.0 0.0 0.0 0.311
C -4.70648 0.30536 3.61397 0.0 0.0 0.0 -0.898
S -4.28070 -1.30201 2.93250 0.0 0.0 0.0 0.411
O -3.36780 -1.94968 3.91560 0.1 0.0 0.1 -0.591
C -3.24456 -0.67474 1.61401 0.0 0.0 -0.1 -0.560
H -5.32009 0.13396 4.49592 0.0 0.0 0.0 0.360
H -3.79132 0.82915 3.89015 0.0 0.0 0.0 0.236
H -5.27005 0.87398 2.87450 0.0 0.0 0.0 0.351
H -2.44338 -0.07309 2.04174 0.0 0.0 0.0 -0.149
H -3.83438 -0.07347 0.92309 0.0 0.0 0.0 0.441
H -2.82818 -1.53167 1.08681 0.0 0.0 0.0 0.365
C 0.31498 9.19203 0.52270 0.0 0.0 0.0 -0.842
S 0.14380 9.62743 -1.21181 0.0 0.0 0.0 0.421
O -0.63291 8.52802 -1.84171 0.0 0.0 0.0 -0.552
C 1.86354 9.35179 -1.65230 0.0 0.0 0.0 -0.932
H -0.67495 9.25226 0.97002 0.0 0.0 0.0 0.308
H 0.69579 8.17373 0.59829 0.0 0.0 0.0 0.214
H 0.98517 9.89860 1.01227 0.0 0.0 0.0 0.384
H 2.13111 8.32254 -1.41476 0.0 0.0 0.0 0.283
H 2.49554 10.05579 -1.11106 0.0 0.0 0.0 0.376
H 1.95448 9.52223 -2.72285 0.0 0.0 0.0 0.313
C -0.88978 1.16643 -6.85886 0.1 0.1 0.0 -0.900
S -1.36994 -0.48260 -6.35547 -0.1 0.0 0.0 0.599
O -0.11583 -1.22226 -6.03300 0.0 -0.1 0.0 -0.666
C -1.86001 -1.05308 -7.98889 0.0 0.0 0.0 -1.032
H -0.51342 1.65820 -5.96379 0.0 0.0 0.0 0.284
H -0.11421 1.09453 -7.62157 0.0 0.0 0.0 0.319
H -1.76516 1.69408 -7.23788 0.0 0.0 0.0 0.351
H -1.01415 -0.96402 -8.67005 0.0 0.0 0.0 0.303
H -2.70572 -0.46073 -8.33849 0.0 0.0 0.0 0.370
H -2.15462 -2.09635 -7.89649 0.0 0.0 0.0 0.331
C 1.82915 -10.96818 -0.35336 0.0 0.0 0.0 -0.928
S 0.05079 -10.91215 -0.60672 0.0 0.0 0.0 0.468
O -0.40186 -9.56708 -0.16167 0.1 0.0 0.1 -0.566
C -0.36849 -12.05522 0.71354 0.0 0.0 0.0 -0.911
H 2.27995 -10.27186 -1.05759 0.0 0.0 0.0 0.313
H 2.05740 -10.66796 0.66941 0.0 0.0 0.0 0.280
H 2.19256 -11.97646 -0.55071 0.0 0.0 0.0 0.390
H 0.01631 -11.66971 1.65737 0.0 0.0 0.0 0.288
H 0.05144 -13.03622 0.49187 0.0 0.0 0.0 0.362
H -1.45369 -12.11934 0.75258 0.0 0.0 0.0 0.314
```
Forces are in eV/Å.

(2)
A cluster of 40 separate species, H80O40 in total in a non-equilibrium geometry. Source: the OMol25 dataset; level of theory: the ωB97M-V functional and the def2-TZVPD basis.

Properties
orbital gap (spin up / spin down): 9.00 / 2.90 eV
HOMO energy (spin up / spin down): -0.4593 / -0.4593 Eh
total charge: +1
E: -3057.08867 hartree
⟨S²⟩: 0.757
lowest unoccupied orbital energy (spin up / spin down): -3.499 / -9.600 eV
spin multiplicity: 2
energy above the lowest of the compared OMol25 structures with the same formula, charge and spin: 5.813 eV

The geometry in XYZ format:
```
120
Properties=species:S:1:pos:R:3:forces:R:3:lowdin_spin:R:1
H -2.63829 -4.47486 -3.35492 0.5 0.1 -0.1 0.000
H -1.25463 -4.05450 -3.90975 -0.4 -0.6 0.6 0.000
O -1.69607 -4.43871 -3.11830 -0.2 0.4 -0.7 0.000
H -3.47689 2.97996 -2.78241 0.0 0.6 0.3 0.000
H -4.75459 3.64868 -3.45054 0.1 0.4 0.2 0.000
O -4.25698 2.84355 -3.31695 -0.2 -1.1 -0.5 0.000
H 2.47353 4.89916 -1.38133 -0.7 -0.2 0.3 0.000
H 1.65166 4.31032 -2.63466 -0.3 -0.3 0.7 0.000
O 2.31505 4.92040 -2.31737 0.8 1.0 -1.3 0.000
H -1.94926 -4.45390 -0.94741 0.1 0.0 -0.2 0.000
H -1.37179 -4.48307 0.49917 0.1 0.4 -1.1 0.000
O -1.17504 -4.21022 -0.43030 0.4 -1.2 1.1 0.000
H 0.32785 1.53218 2.66183 -0.6 -0.9 0.0 0.000
H -1.08687 1.45657 2.31479 -0.6 -0.5 -0.2 0.000
O -0.46679 0.96877 2.87281 1.0 0.9 -0.1 -0.001
H 2.24574 2.67713 -1.18154 -0.1 -0.2 0.4 0.000
O 2.67326 2.70002 -0.30426 -0.2 0.6 0.0 0.000
H 4.30922 -1.54687 -1.63711 0.1 0.2 0.2 0.000
O 3.45201 -1.97719 -1.67660 -0.1 0.3 -0.1 0.000
H -5.54263 1.76422 -1.94753 1.0 0.0 -0.6 0.000
H -6.05120 1.81726 -0.51985 0.0 -0.4 0.2 0.000
O -6.33314 1.76683 -1.43194 -1.3 0.4 0.3 0.000
H 0.45880 6.13678 0.44782 0.0 -0.3 0.3 0.000
H 2.00750 6.03517 0.73093 -0.1 -0.1 0.2 0.000
O 1.32324 6.49391 0.24262 0.2 0.4 -0.3 0.000
H 0.79980 -2.37418 -1.35732 -0.1 0.9 -0.2 0.000
H 0.25651 -2.98834 -2.53421 -0.5 0.3 -0.4 0.000
O 0.26573 -2.09990 -2.12938 0.5 -1.2 0.7 0.000
H 0.15117 -5.52120 -1.23303 0.1 -0.5 -0.1 0.000
H 1.05854 -6.69661 -0.77390 -0.1 -0.2 0.1 0.000
O 0.84858 -6.14308 -1.52778 -0.3 0.7 0.1 0.000
H -0.99486 -4.24798 4.10822 0.3 0.3 0.1 0.000
O -0.92528 -4.60994 3.22359 0.1 -0.1 -0.8 0.000
H -5.39818 -0.19665 -4.39864 -0.2 0.1 0.2 0.000
H -4.44231 0.94001 -4.85082 -0.5 -0.6 0.0 0.000
O -4.83647 0.08544 -5.12131 0.7 0.4 -0.2 0.000
H 0.62704 1.24678 -4.83950 -0.4 -0.5 0.2 0.000
H 1.42934 2.21649 -5.69212 0.2 -0.9 0.3 0.000
O 1.46657 1.31841 -5.29267 0.1 1.1 -0.9 0.000
H 0.98905 1.30254 6.78548 -0.2 0.3 0.4 -0.001
H 0.26888 0.47537 5.64537 -1.2 -0.5 -0.1 -0.004
O 0.95295 0.43365 6.35306 1.2 0.3 -0.5 0.671
H 5.62821 1.24995 1.67508 -0.1 0.3 -0.2 0.000
H 4.49587 1.80758 2.52135 0.8 0.2 -0.5 0.000
O 5.38924 2.03292 2.18454 -0.8 -0.2 0.6 0.000
H -2.98678 -2.59110 5.01392 -0.2 0.1 0.1 0.000
H -3.49302 -1.19742 4.54368 -0.2 -1.7 1.7 0.000
O -3.49641 -1.84097 5.35465 0.4 1.6 -1.2 0.005
H 0.14788 -0.91997 2.61077 -0.9 0.5 -0.1 0.000
H 1.26734 -1.78950 2.66891 0.0 -0.8 -0.3 0.000
O 0.30937 -1.86568 2.52421 1.0 0.4 0.2 0.000
H 1.47923 3.97479 2.02206 1.5 -0.2 0.6 0.000
O 0.99406 3.17173 2.24051 -2.5 1.9 -2.4 0.004
H -2.05952 -1.84837 -6.19670 0.0 -0.2 -0.5 0.000
H -3.44848 -1.59794 -5.61014 -0.3 0.2 0.0 0.000
O -2.68894 -2.18857 -5.55915 0.2 0.0 0.3 0.000
H -1.44481 2.30665 -3.39755 0.5 0.1 -0.1 0.000
O -1.11856 3.21728 -3.26496 -1.1 -0.7 -0.2 0.000
H 2.82510 -3.98647 4.78098 1.1 0.1 0.3 0.000
H 1.92127 -3.71220 3.74672 0.4 0.3 -0.8 0.000
O 2.83977 -3.44990 3.97480 -1.7 -0.5 0.5 0.000
H 6.39694 -0.48476 -0.81524 0.3 0.0 -0.1 0.000
H 6.15570 -0.47587 0.69094 -0.1 -0.4 0.1 0.000
O 5.92818 -0.02165 -0.12084 -0.3 0.2 -0.1 0.000
H -1.29989 0.00492 4.41420 -0.5 -0.3 0.1 0.001
H -2.08903 -0.75238 5.64479 0.4 0.2 -0.5 0.000
O -1.37629 -0.11121 5.37489 0.5 0.6 0.4 0.062
H 3.04994 -0.44398 0.76674 0.2 -0.2 -0.5 0.000
H 1.57163 -0.04632 0.48588 -0.1 -0.1 -0.4 0.000
O 2.41104 0.26776 0.82399 -0.2 0.1 1.0 0.000
H -0.03813 -2.60069 6.40649 1.0 0.7 0.4 0.000
H 1.22689 -2.58797 5.25759 0.5 0.8 1.0 0.000
O 0.37186 -2.84493 5.58392 -1.5 -1.5 -1.3 0.000
H -1.69650 3.40381 -1.44968 0.3 0.9 -0.3 0.000
H -1.61481 4.67661 -0.49181 -0.2 0.2 -0.4 0.000
O -1.54345 3.72778 -0.55233 0.4 -0.9 0.8 0.000
H -1.46200 -1.44176 0.93689 -0.5 -0.8 0.2 0.000
H -1.57813 -1.86865 -0.36291 -0.5 -1.2 -0.8 0.000
O -2.04298 -2.09202 0.46238 1.2 2.7 0.4 0.000
H 1.18170 2.85893 4.86527 1.1 -0.5 -0.4 -0.003
H 1.69482 1.75547 3.93307 0.3 -0.1 -0.4 -0.003
O 1.96829 2.26199 4.70705 -1.5 0.2 1.3 0.270
H -4.86343 3.33736 0.03890 -0.3 0.2 -0.2 0.000
H -4.49077 4.70623 0.65334 -0.3 0.0 0.0 0.000
O -4.18424 3.80669 0.52298 0.4 -0.1 0.2 0.000
H 1.72278 -4.17867 -5.14163 -0.5 -0.4 0.3 0.000
H 0.94416 -2.93873 -4.92077 -0.3 0.2 0.1 0.000
O 0.86394 -3.89157 -4.78607 0.6 0.5 -0.2 0.000
H -3.79824 -2.07168 2.84622 0.2 -0.5 -0.8 0.000
O -3.24423 -1.29327 2.84720 -0.3 1.4 0.8 0.000
H 5.30497 -1.23756 3.03895 -0.6 -0.6 0.6 0.000
H 3.75259 -1.41703 2.49705 0.4 -0.6 0.9 0.000
O 4.63176 -1.05796 2.38600 0.4 1.1 -1.3 0.000
H 0.30355 3.46846 1.51394 1.1 -1.8 1.6 0.000
H 3.23978 3.46852 -0.37869 0.6 -0.1 0.1 0.000
H -1.63922 3.69192 -3.92153 0.0 0.4 -0.2 0.000
H 3.62811 -2.77973 -2.17069 -0.1 -0.4 0.0 0.000
H -0.57802 -3.90251 2.65251 -0.2 0.0 0.6 0.000
H -2.53883 -1.28701 2.20507 -0.4 -0.8 -0.3 0.000
O -0.71619 1.12214 -0.18120 0.3 -0.9 0.2 0.000
H -1.25546 0.66452 -0.83479 -0.2 0.1 0.0 0.000
H -0.89861 2.06068 -0.27011 -0.1 0.5 -0.1 0.000
O 4.08662 1.16388 -4.30079 -1.3 -0.5 0.3 0.000
H 3.20343 1.01044 -4.70639 0.6 0.5 -0.4 0.000
H 3.93261 0.59465 -3.53647 0.7 0.0 0.3 0.000
O -4.09753 0.06994 -1.01901 0.4 -2.6 0.7 0.000
H -3.81586 -0.35538 -0.18707 0.4 1.5 0.8 0.000
H -4.25539 -0.86425 -1.30193 -0.5 1.1 -1.4 0.000
O 1.29558 2.34875 -2.63373 0.5 0.5 0.0 0.000
H 0.84495 1.51757 -2.48771 0.2 -0.4 0.0 0.000
H 2.14265 2.19862 -3.08437 -0.2 -0.5 -0.1 0.000
O -0.70729 -0.48357 -4.22776 0.7 1.7 -0.3 0.000
H -1.43610 -0.75521 -4.78469 -0.4 -0.7 0.6 0.000
H -0.53587 -1.05227 -3.47796 -0.3 -0.6 0.2 0.000
O -1.20681 5.14864 2.71500 1.2 -0.3 0.6 0.000
H -0.39466 5.33935 3.22630 -0.5 0.8 -0.4 0.000
H -1.17125 4.19810 2.86048 -0.8 -0.3 -0.3 0.000
O 3.07968 -4.82931 -0.24373 -0.4 -0.1 1.2 0.000
H 3.26088 -4.97995 0.70690 0.1 0.2 -0.8 0.000
H 2.11262 -4.95110 -0.30096 0.6 -0.1 -0.4 0.000
```
Forces are in eV/Å.

(3)
An isolated molecule of C6H9NO2S in a non-equilibrium geometry. Source: the OMol25 dataset; level of theory: the ωB97M-V functional and the def2-TZVPD basis.

Properties
orbital gap: 8.97 eV
HOMO energy: -0.3486 Eh
total charge: 0
E: -837.35834 hartree
lowest unoccupied orbital energy: -0.519 eV
spin multiplicity: 1
energy above the lowest of the compared OMol25 structures with the same formula, charge and spin: 2.730 eV

The geometry in XYZ format:
```
19
Properties=species:S:1:pos:R:3:forces:R:3:mulliken_charge:R:1
C 2.16611 -0.66095 -0.41431 -4.5 -1.2 0.7 0.031
C 1.95953 0.81107 -0.53535 0.7 -0.9 0.3 0.477
C -0.17893 0.08416 0.37801 1.3 -1.0 -0.6 -0.591
C 0.48942 -1.22124 0.12074 5.4 0.0 -0.9 0.151
C -0.06737 -1.99130 -1.06132 -0.9 -0.4 2.3 -1.540
C 0.42044 2.43897 0.41837 3.2 0.3 0.7 -1.047
N 0.65532 1.09259 -0.15126 1.0 2.9 -0.1 0.029
O 2.84053 1.57264 -0.88932 -0.9 0.5 0.3 -0.619
O 2.98482 -2.99754 -1.18137 -0.3 -0.6 0.4 -0.504
S 3.27155 -1.56980 -1.12485 0.5 1.1 -0.2 0.269
H -1.04317 -0.05883 -0.19567 -2.0 0.8 -0.5 0.225
H -0.36267 0.32928 1.38758 -0.5 -0.2 1.4 0.423
H 0.75790 -1.77068 1.03537 -0.6 -0.3 -0.6 0.422
H -0.07780 -1.47772 -1.98820 0.1 0.9 -0.7 0.365
H -1.10835 -2.14496 -0.72314 0.1 -0.6 -0.7 0.408
H 0.47746 -2.90408 -1.18034 0.0 -0.7 -0.1 0.475
H -0.57618 2.62224 0.72405 -1.3 0.2 -0.8 0.423
H 0.91122 2.50199 1.48780 -0.2 -0.1 -1.9 0.323
H 0.93616 3.18839 -0.26942 -1.1 -0.8 1.2 0.281
```
Forces are in eV/Å.